Model 1:
Molecular formula: CH3NO3
Method: DFT, ωB97M-V with the def2-TZVPD basis set

The calculation puts the orbital gap (spin up / spin down) at 8.839 / 7.994 eV.

ORCA input file:
```
! wB97M-V def2-TZVPD RIJCOSX def2/J DEFGRID3
* xyz 0 1
C 0.23542 1.23707 -1.44237
N 0.03489 -0.90998 1.56708
O 0.73875 1.95431 -0.70146
O -1.01271 -0.30330 -0.45218
O -0.92336 -0.14450 0.90234
H 0.19125 0.94728 -2.56919
H -0.19110 -1.88625 1.68353
H 0.92685 -0.89463 1.01224
*
```

---

Model 2:
Molecular formula: CH3NO3
Method: DFT, ωB97M-V with the def2-TZVPD basis set

Its SMILES is COn1oo1. The calculation puts the orbital gap at 11.674 eV.

ORCA input file:
```
! wB97M-V def2-TZVPD RIJCOSX def2/J DEFGRID3
* xyz 0 1
C -1.18068 0.00681 0.07421
O 0.09652 -0.22338 0.56711
N 1.04732 -0.09400 -0.43568
O 2.16736 0.66195 -0.02341
O 2.23922 -0.70498 -0.09708
H -1.64417 0.61943 0.75357
H -1.75398 -0.84239 -0.05755
H -0.97158 0.57656 -0.78117
*
```

---

So which one is most stable? That would be model 1, about 18.1 kcal/mol below the next structure.

---

Model 1:
Molecular formula: CH3NO3
Method: DFT, ωB97M-V with the def2-TZVPD basis set

Its SMILES is NOOC=O. The calculation puts the orbital gap at 11.606 eV.

ORCA input file:
```
! wB97M-V def2-TZVPD RIJCOSX def2/J DEFGRID3
* xyz 0 1
N -1.83587 -0.19736 -0.00631
O -0.72749 0.52042 -0.04383
O 0.46949 -0.36718 -0.02491
C 1.73345 0.34389 0.00849
O 2.75745 -0.23474 0.04188
H -1.96540 -0.71282 0.86084
H -1.97743 -0.77626 -0.83042
H 1.54581 1.42406 -0.00575
*
```

---

Model 2:
Molecular formula: CH3NO3
Method: DFT, ωB97M-V with the def2-TZVPD basis set

Its SMILES is COn1oo1. The calculation puts the orbital gap at 11.771 eV.

ORCA input file:
```
! wB97M-V def2-TZVPD RIJCOSX def2/J DEFGRID3
* xyz 0 1
C -0.64041 0.73158 -0.61151
O 0.54156 0.29559 -0.03780
N 0.46238 -1.01092 0.35241
O 1.68526 -1.44943 0.71086
O 0.71254 -1.14778 1.70439
H -0.48816 0.61070 -1.72404
H -0.91996 1.76686 -0.40613
H -1.35321 0.20341 0.01183
*
```

---

Model 3:
Molecular formula: CH3NO3
Method: DFT, ωB97M-V with the def2-TZVPD basis set

Its SMILES is O=[N+]([O-])CO. The calculation puts the orbital gap at 11.103 eV.

ORCA input file:
```
! wB97M-V def2-TZVPD RIJCOSX def2/J DEFGRID3
* xyz 0 1
O -1.39012 -0.25493 1.53978
N -0.72978 -0.56392 0.59945
O -0.68483 -1.57852 -0.03133
C 0.37762 0.68198 -0.08219
O 1.18144 -0.01884 -0.90892
H -0.33083 1.36700 -0.55412
H 0.90855 1.10423 0.76384
H 0.66795 -0.73700 -1.32652
*
```

---

Model 4:
Molecular formula: CH3NO3
Method: DFT, ωB97M-V with the def2-TZVPD basis set

Its SMILES is O=NO.C=O. The calculation puts the orbital gap at 10.475 eV.

ORCA input file:
```
! wB97M-V def2-TZVPD RIJCOSX def2/J DEFGRID3
* xyz 0 1
O -2.72145 -1.77830 1.90991
N -1.76835 -1.33921 1.34602
O -0.51841 -1.78624 1.85543
H 0.25640 -1.44685 1.26991
C 0.28711 0.43944 -0.46833
O 1.09101 -0.13803 0.20047
H -0.55995 -0.02023 -0.86081
H 0.41152 1.44338 -0.65896
*
```

---

So which one is most stable? That would be model 3, about 6.3 kcal/mol below the next structure.

---

Model 1:
Molecular formula: C4H4O3S
Method: DFT, ωB97M-V with the def2-TZVPD basis set

Its SMILES is O=C[C@@H]1COC(=S)O1. The calculation puts the orbital gap at 9.021 eV.

ORCA input file:
```
! wB97M-V def2-TZVPD RIJCOSX def2/J DEFGRID3
* xyz 0 1
O 2.33607 -0.16835 -0.47449
C 1.43602 0.60937 -0.57526
C 0.38660 0.62190 0.51458
C -0.06907 -0.90978 0.71245
O -0.98172 -1.04770 -0.27004
C -1.54318 0.07215 -0.56015
S -2.83727 0.31210 -1.45284
O -0.93960 1.12408 0.02733
H 1.33348 1.12148 -1.73340
H 0.55482 0.98002 1.54852
H -0.44889 -1.22582 1.66975
H 0.77273 -1.48946 0.59355
*
```

---

Model 2:
Molecular formula: C4H4O3S
Method: DFT, ωB97M-V with the def2-TZVPD basis set

Its SMILES is O=C(O)[C@@H]1O[C@@H]1C=S. The calculation puts the orbital gap at 7.903 eV.

ORCA input file:
```
! wB97M-V def2-TZVPD RIJCOSX def2/J DEFGRID3
* xyz 0 1
O 1.31522 0.43269 1.58399
C 0.48505 0.96174 0.98758
O 0.33975 2.33753 0.97911
C -0.71228 0.37519 0.19411
O -1.22590 -1.04535 0.52791
C -0.79435 -1.00588 -0.70927
C 0.57183 -1.63751 -1.13586
S 1.36333 -1.23456 -2.66277
H 0.95118 2.80324 1.78732
H -1.55509 1.12691 0.01887
H -1.75908 -1.00329 -1.46713
H 1.02035 -2.11069 -0.10386
*
```

---

So which one is most stable? That would be model 1, about 47.2 kcal/mol below the next structure.

---

Model 1:
Molecular formula: C4H4O3S
Method: DFT, ωB97M-V with the def2-TZVPD basis set

Its SMILES is C#COS(=O)(=O)C=C. The calculation puts the orbital gap at 10.041 eV.

ORCA input file:
```
! wB97M-V def2-TZVPD RIJCOSX def2/J DEFGRID3
* xyz 0 1
C -1.28129 -2.75501 -0.85477
C -1.02385 -1.90521 -0.04820
O -0.82809 -0.85967 0.71218
S -0.77397 0.67261 0.05116
O -1.27200 1.50432 1.08992
O -1.42735 0.67338 -1.19308
C 0.97085 0.96897 -0.26565
C 1.69301 1.51984 0.69876
H -1.68890 -3.70761 -1.10973
H 1.40330 0.37719 -1.06248
H 2.81342 1.82766 0.31636
H 1.41487 1.68353 1.66552
*
```

---

Model 2:
Molecular formula: C4H4O3S
Method: DFT, ωB97M-V with the def2-TZVPD basis set

Its SMILES is COC1C(=O)SC1=O. The calculation puts the orbital gap at 9.951 eV.

ORCA input file:
```
! wB97M-V def2-TZVPD RIJCOSX def2/J DEFGRID3
* xyz 0 1
C 0.34947 0.25523 0.59715
O -0.83784 -0.48585 0.75504
C -1.81251 -0.25760 -0.23692
C -2.89782 1.04993 0.10970
O -2.67372 2.20905 0.27515
S -4.33486 0.03276 0.06640
C -3.02165 -1.20804 -0.03919
O -3.13985 -2.39162 0.02055
H 0.67337 0.88057 1.43643
H 0.14081 1.05202 -0.13664
H 1.15173 -0.33897 0.47583
H -1.42121 -0.33351 -1.31796
*
```

---

So which one is most stable? That would be model 2, about 69.3 kcal/mol below the next structure.

---

Model 1:
Molecular formula: CH6N4S
Method: DFT, ωB97M-V with the def2-TZVPD basis set

Its SMILES is CN(N)/N=N/S. The calculation puts the orbital gap at 9.421 eV.

ORCA input file:
```
! wB97M-V def2-TZVPD RIJCOSX def2/J DEFGRID3
* xyz 0 1
C -0.81508 0.60118 -0.96508
N -0.82537 0.11445 0.48739
N -1.37405 0.74462 1.76109
N 0.29979 -0.32780 1.04103
N 1.11516 -0.86497 0.25923
S 2.29021 -1.57208 1.43250
H -0.73997 1.66299 -0.69064
H 0.21007 0.45249 -1.25026
H -1.66949 0.28507 -1.58917
H -0.71586 1.46086 2.21312
H -1.58300 0.10107 2.51730
H 2.48541 -2.72961 0.99556
*
```

---

Model 2:
Molecular formula: CH6N4S
Method: DFT, ωB97M-V with the def2-TZVPD basis set

Its SMILES is [H]/N=C(/NN)NS. The calculation puts the orbital gap at 9.692 eV.

ORCA input file:
```
! wB97M-V def2-TZVPD RIJCOSX def2/J DEFGRID3
* xyz 0 1
H -1.79251 1.75068 0.94524
N -1.61217 0.79313 1.32945
C -0.61616 0.25142 0.73236
N -0.32017 -1.09265 0.97174
N 0.97438 -1.59082 0.98499
N 0.30223 0.86149 -0.13719
S 0.53621 0.33519 -1.75096
H -0.95115 -1.42495 1.71134
H 1.59335 -0.82832 1.25588
H 1.16163 -1.96486 0.06088
H 0.27449 1.86977 -0.10755
H -0.57805 0.92809 -2.28750
*
```

---

So which one is most stable? That would be model 2, about 86.1 kcal/mol below the next structure.

---

Model 1:
Molecular formula: FH12O6
Method: DFT, ωB97M-V with the def2-TZVPD basis set

The calculation puts the orbital gap at 10.397 eV.

ORCA input file:
```
! wB97M-V def2-TZVPD RIJCOSX def2/J DEFGRID3
* xyz -1 1
F 23.32190 -5.77190 -12.22042
O 20.61691 -5.74740 -12.07730
H 21.56912 -5.76072 -12.06144
H 20.23334 -6.58422 -11.83244
O 22.83248 -3.53006 -13.76222
H 23.04774 -4.25368 -13.16220
H 23.62839 -2.97358 -13.87652
O 22.57932 -6.89162 -14.44661
H 22.75826 -6.53852 -13.54020
H 23.32052 -6.55377 -14.88374
O 25.77979 -4.70181 -11.45235
H 26.24582 -4.69495 -12.26979
H 24.93553 -5.16605 -11.67953
O 22.82226 -7.54523 -10.62456
H 23.12497 -6.76846 -11.15708
H 23.46491 -7.75425 -9.93367
O 25.14077 -7.45615 -13.09731
H 24.34338 -6.93636 -12.84591
H 25.34355 -7.95248 -12.30444
*
```

---

Model 2:
Molecular formula: FH12O6
Method: DFT, ωB97M-V with the def2-TZVPD basis set

The calculation puts the orbital gap at 10.995 eV.

ORCA input file:
```
! wB97M-V def2-TZVPD RIJCOSX def2/J DEFGRID3
* xyz -1 1
F -0.21443 0.09473 -0.42977
O -1.63916 1.67793 -2.08241
H -1.47119 2.55026 -1.71764
H -1.04218 1.09011 -1.56879
O 1.82559 1.69314 0.15211
H 2.48083 1.03215 -0.08933
H 0.97564 1.27413 -0.10338
O 1.70641 -1.71484 0.34618
H 2.21829 -1.29558 1.04213
H 1.06446 -1.03237 0.05850
O -1.97400 -0.94037 1.29446
H -2.30362 -0.11698 1.66414
H -1.35024 -0.64807 0.59002
O -0.68093 -1.89279 -2.37831
H -1.49753 -1.66386 -2.83033
H -0.53635 -1.14624 -1.76928
O 0.64751 0.44890 2.94961
H 0.20848 0.14901 2.14082
H 1.58242 0.44073 2.73128
*
```

---

So which one is most stable? That would be model 2, about 10.5 kcal/mol below the next structure.